C16H44ClO10 | ωB97M-V/def2-TZVPD

orbital gap = 9.627 eV
HOMO energy = -6.8 eV
net charge = -1

The geometry in XYZ format:
```
71
C16H44ClO10 (ωB97M-V/def2-TZVPD)
Cl -0.5409 0.3299 -0.4199
O -2.3892 1.8452 2.2201
O 1.2162 -2.1640 3.7441
O -2.6305 2.5995 -3.6854
O 0.5296 1.0344 0.2071
O -1.2785 -1.8109 3.2311
O 4.1546 2.9202 -1.5288
O 0.0237 -0.4501 -1.4914
O -1.3754 -0.4125 0.4346
O 0.8844 -1.7397 -3.8193
O -1.4065 1.3612 -0.9553
C 2.4372 -4.0058 2.7708
C -3.6455 -1.9932 3.0215
C 2.2416 -2.5054 2.8039
C 2.0367 -1.7705 1.4166
C -2.6590 1.2895 4.5222
C -2.0992 -3.8835 2.3596
C 3.4614 1.8170 -0.8473
C -2.3413 -2.7212 3.2606
C 1.7734 -0.9591 -4.4899
C 1.7182 -1.5862 -5.8802
C -0.4685 2.0215 3.3236
C -0.4664 3.3539 -4.0940
C -1.9439 3.7923 -3.9099
C -2.0007 2.2324 3.4767
C -2.0413 4.6820 -2.6380
C 3.1311 -1.1259 -3.8215
H -4.4855 -2.6756 2.8914
H -0.0306 2.9122 -3.1978
H 1.2988 -2.2699 0.7887
H 0.2302 4.1845 -4.2077
H -2.4940 -3.0401 4.2917
H -1.2072 -1.5731 2.3037
H 0.0063 2.0808 4.3029
H -3.5693 -1.5752 2.0177
H -1.7464 4.0857 -1.7745
H 1.7188 -0.7362 1.5476
H 0.7669 -1.3310 -6.3471
H -2.3067 4.4129 -4.7293
H 0.3549 -2.0703 3.3306
H -0.2399 1.0155 2.9715
H 3.5221 2.0413 0.2177
H -3.0093 -4.4799 2.4231
H -2.1871 2.2479 -2.9099
H -3.7306 -1.0624 3.5822
H 1.4461 0.0801 -4.5226
H 2.4621 1.9890 -1.2471
H 2.6727 -4.4428 3.7412
H 3.1145 -0.6799 -2.8270
H 1.9361 -2.6536 -5.8451
H 3.4665 -2.1582 -3.7215
H 2.4524 -1.1905 -6.5820
H -2.3537 3.2620 3.5351
H 3.8938 0.8568 -1.1288
H -3.7425 1.1859 4.5797
H -0.2848 2.6959 -4.9438
H 0.7020 -1.2941 -2.9888
H -2.2797 0.2724 4.6219
H -2.9673 5.2317 -2.4698
H 3.2820 -4.3974 2.2041
H -0.0869 2.7151 2.5744
H 3.1791 -2.0700 3.1497
H 3.9117 -0.6039 -4.3749
H 4.3745 2.6230 -2.4147
H 1.5061 -4.4085 2.3722
H -2.3949 1.7975 5.4498
H -2.0889 -3.4513 1.3590
H 2.9728 -1.7461 0.8587
H -1.2626 5.4436 -2.5956
H -1.9223 1.0739 1.8903
H -1.2017 -4.4487 2.6110
```

---

C16H44CuN4O12S2 | ωB97M-V/def2-TZVPD

orbital gap = 4.108 eV
HOMO energy = 1.6 eV
net charge = -3

The geometry in XYZ format:
```
79
C16H44CuN4O12S2 (ωB97M-V/def2-TZVPD)
Cu 6.6476 -6.8579 14.7312
S 5.4866 -8.9709 17.2208
S 3.9720 -5.7742 14.4982
O 5.2203 -5.0113 14.7438
O 4.3705 -7.1723 14.1479
O 10.8206 -5.9468 11.3817
O 5.1847 -9.8879 16.0721
O 3.1379 -5.1856 13.4120
O 3.2196 -5.9272 15.7485
O 6.3749 -9.6931 18.1203
O 6.2203 -7.7984 16.6868
O 4.2318 -8.5190 17.8475
O 5.4506 -9.1966 9.9350
O 3.8618 -3.3687 18.2583
O 10.1715 -8.3316 15.3427
N 6.2106 -4.3583 17.1185
N 7.5353 -5.5548 12.9564
N 8.3648 -6.4089 17.9363
N 6.2136 -8.8767 13.5597
C 6.0525 -2.9063 17.4056
C 10.3999 -5.6947 16.6013
C 9.9172 -5.7038 12.4669
C 4.5470 -2.6682 17.2707
C 8.3584 -4.3265 11.0043
C 9.5617 -8.0116 16.5999
C 12.1349 -6.2962 11.7357
C 9.4776 -9.2465 14.5114
C 5.0322 -8.2138 9.0097
C 5.7269 -8.6118 11.2077
C 2.4977 -3.1016 18.3761
C 4.7514 -10.4899 12.5611
C 5.9739 -9.6541 12.3173
C 9.1242 -6.5472 16.7036
C 8.5108 -5.6020 11.8712
C 6.8380 -1.9792 16.4938
H 5.8331 -7.4681 9.0094
H 6.5985 -5.4233 12.5861
H 8.6036 -7.1327 18.6187
H 7.4225 -6.8021 17.7153
H 9.8388 -6.5949 13.0989
H 4.4195 -11.1459 11.7360
H 6.3323 -1.9590 15.5256
H 4.8781 -11.2334 13.3562
H 6.6546 -8.0446 11.0493
H 9.8260 -10.2596 14.7453
H 7.8751 -2.3083 16.4481
H 10.2619 -8.3568 17.3706
H 5.3731 -8.2738 13.5399
H 2.0709 -3.4840 19.3034
H 4.0438 -7.8072 9.2365
H 9.0506 -4.3138 10.1556
H 8.3018 -6.5034 11.2949
H 3.8410 -9.9682 12.8666
H 7.3892 -4.3948 10.5038
H 4.9105 -7.9790 11.5708
H 9.7820 -9.0950 13.4715
H 8.4913 -6.3580 15.8221
H 6.2075 -2.7841 18.4867
H 10.3000 -4.8076 12.9601
H 7.7415 -4.7634 13.5585
H 1.9745 -3.4919 17.5024
H 6.8251 -10.2979 12.0637
H 8.3964 -9.1221 14.5923
H 2.3521 -2.0146 18.5041
H 6.7660 -0.9591 16.8964
H 5.9627 -4.4102 16.1167
H 8.6666 -8.6279 16.7557
H 12.1873 -7.3476 12.0435
H 4.3658 -1.5686 17.2541
H 8.4581 -3.4585 11.6515
H 12.6945 -6.2328 10.8000
H 10.2716 -4.6324 16.8260
H 4.9357 -8.6715 8.0232
H 5.8817 -9.4596 14.3497
H 4.1365 -2.9273 16.2839
H 10.7285 -5.7819 15.5626
H 12.5037 -5.6217 12.5144
H 7.2178 -4.4563 17.2480
H 11.1610 -6.0989 17.2733
```

---

C16H44KNO7 | ωB97M-V/def2-TZVPD

orbital gap = 6.162 eV
HOMO energy = -6.2 eV

The geometry in XYZ format:
```
69
C16H44KNO7 (ωB97M-V/def2-TZVPD)
K -0.0872 -0.2269 -0.2689
O -1.0018 4.1320 0.0028
O 2.7089 -1.0954 -0.6863
O 1.2385 0.5976 -2.6509
O -0.1975 1.9634 1.5958
O -1.4702 -2.5229 -0.8868
O 0.6459 -1.7027 4.7461
O -2.5620 0.3633 -1.3390
N -0.7729 -1.8984 1.8660
C -3.9226 -0.5216 0.3691
C 1.9612 3.0482 2.0688
C 0.2011 1.2517 -4.7002
C -1.2384 -2.8849 -2.2355
C -1.2137 -1.4851 3.2132
C 1.9561 -1.2338 4.9731
C 5.0153 -1.8971 -1.3016
C -1.6012 -3.0710 1.4781
C -0.3744 4.3433 -2.4157
C 0.6269 2.5794 2.5521
C 3.5047 -1.9732 -1.4730
C -3.5086 0.7102 -0.3565
C -1.0980 3.4949 -1.2882
C -1.2036 -3.5141 0.0733
C -0.1019 -0.7638 3.9449
C 1.0016 0.2013 -3.9301
H -4.7924 -0.3878 1.0122
H 0.8376 2.1358 -4.6643
H -0.7438 1.4651 -4.2005
H 3.2759 -1.7282 -2.5102
H -4.1764 -1.3468 -0.2962
H 1.9438 0.0099 -4.4437
H 0.5147 -0.2620 3.1993
H -0.0268 1.0021 -5.7365
H 5.3477 -0.8778 -1.4986
H 2.4197 3.5761 2.9051
H 5.3784 -2.2548 -0.3381
H 0.1946 3.5292 2.8670
H 2.6213 -1.4784 4.1450
H -0.2856 2.6050 0.8871
H 2.6168 2.2376 1.7506
H -2.0713 -0.8126 3.2300
H -3.1102 -0.8884 0.9964
H -0.1406 -3.7543 0.0542
H -1.7976 -3.7895 -2.4747
H -1.6512 4.8314 0.1058
H -4.3155 1.2043 -0.8977
H 0.1649 -2.2342 2.0328
H -2.9850 1.4302 0.2724
H -2.1588 3.4420 -1.5331
H -1.7837 -4.3628 -0.2892
H -0.4563 -0.0102 4.6481
H 0.4939 -0.7613 -3.8677
H -0.6956 5.3683 -2.6011
H 0.6705 4.3068 -2.1074
H 0.6744 1.9331 3.4286
H -1.2852 -3.8863 2.1289
H -2.9738 -0.1097 -2.0658
H -2.6741 -2.9830 1.6489
H 1.8857 -0.0077 -2.2816
H -0.5253 3.7164 -3.2945
H 1.9944 -0.1928 5.2939
H 5.4614 -2.6249 -1.9794
H 1.9802 3.8160 1.2953
H -0.1627 -2.9855 -2.3797
H -1.4627 -2.3180 3.8709
H -1.5470 -2.0495 -2.8640
H 2.3134 -1.8603 5.7904
H -0.7121 2.4757 -1.3067
H 3.2379 -3.0128 -1.2827
```

---

C16H44O14 | ωB97M-V/def2-TZVPD

orbital gap = 10.129 eV
HOMO energy = -10.3 eV
structure (SMILES) = C[C@H]1COC(=O)O1.C[C@H]1COC(=O)O1.CO.CO.CO.CO.CO.CO.CO.CO

The geometry in XYZ format:
```
74
C16H44O14 (ωB97M-V/def2-TZVPD)
O 11.0706 3.3530 15.4440
O 13.6658 8.3853 11.5235
O 18.2015 3.1923 19.5333
O 12.7749 13.4146 6.4299
O 18.5096 11.4680 10.1412
O 14.0242 15.1465 5.6000
O 12.8039 15.3828 7.5492
O 6.7876 8.3124 7.8321
O 16.4607 3.8642 18.1878
O 6.2764 11.8874 16.7482
O 17.7863 2.0234 17.7040
O 19.0317 11.6423 17.7107
O 18.0309 1.8574 10.2811
O 16.7963 7.1277 3.3377
C 7.8566 8.2273 8.8135
C 11.2048 15.1439 9.3270
C 19.0018 2.1019 19.6987
C 12.9459 8.8376 12.6215
C 18.9154 10.3047 17.2211
C 17.3635 3.0170 18.4459
C 7.2583 11.9865 15.8386
C 11.9689 13.2963 7.7033
C 16.1142 7.7846 4.4224
C 12.3321 14.4843 8.4630
C 16.6246 2.1573 10.1887
C 13.2979 14.6359 6.4602
C 18.7372 12.8357 9.7009
C 9.9297 3.8497 16.0263
C 18.7923 1.2611 18.4403
C 18.4885 1.4202 20.9266
H 18.2861 2.1838 11.1471
H 19.7037 1.2115 17.8445
H 18.7002 12.7829 8.6128
H 17.8823 9.9790 17.0998
H 13.1251 14.1844 9.1480
H 10.4995 15.7782 8.7900
H 9.9166 3.6034 17.0881
H 16.0326 1.3785 9.7080
H 16.5827 8.7685 4.4487
H 8.6594 7.5972 8.4306
H 17.6037 11.2941 9.8754
H 10.9355 13.3252 7.3579
H 11.7335 15.5006 10.2109
H 13.2521 8.2716 13.5012
H 11.9039 8.6748 12.3463
H 5.6708 12.6074 16.5572
H 19.3677 9.6584 17.9733
H 17.8695 13.4587 9.9178
H 16.5077 2.9536 9.4536
H 17.4485 1.1077 20.8324
H 7.4455 12.9671 15.4011
H 18.5452 2.0545 21.8112
H 18.7868 12.3701 17.1345
H 19.5116 10.2568 16.3098
H 10.6783 14.3402 9.8418
H 18.4683 0.2500 18.6871
H 19.6666 13.2135 10.1269
H 19.9802 2.5724 19.7961
H 9.8891 4.9374 15.9671
H 8.2169 11.6724 16.2513
H 11.9012 3.6720 15.8044
H 12.1907 12.3962 8.2767
H 7.1165 11.2840 15.0174
H 8.2962 9.2144 8.9564
H 19.1869 0.6202 21.1722
H 7.2894 8.4169 7.0204
H 7.7308 7.6615 9.7367
H 15.0526 7.9262 4.2199
H 12.9525 9.9232 12.7186
H 9.0255 3.5308 15.5078
H 13.4634 7.4626 11.3526
H 16.1716 2.3544 11.1603
H 16.2895 7.2671 5.3656
H 16.7534 7.6429 2.5288
```

---

How do the records compare in max |F|? In the order shown, they have 4.998 3.955 2.915 5.842 eV Å⁻¹.
How do the records compare in ΔE to the lowest compared entry with this formula, charge and spin? In the order shown, they have 223.7 0.0 170.7 27.1 kJ/mol.